Molecular formula: C2H2N3OS
Method: DFT, ωB97M-V/def2-TZVPD

Each line ends with the Mulliken charge.
Geometry (Å):
C1 1.12093 0.49950 0.85620  0.14
C2 -0.14199 -0.56364 -0.75385  0.34
N1 1.86232 -0.05720 -0.10582  -0.29
N2 1.14749 -0.58922 -0.98459  -0.09
N3 -0.17076 0.38458 0.61707  -0.10
O1 -2.64341 -0.54947 -0.73630  -0.31
S1 -1.56738 -0.93697 -1.63299  0.62
H1 1.43252 1.01434 1.79296  0.40
H2 -1.03973 0.79808 0.94732  0.29

2S+1	1
LUMO level (spin up / spin down)	-8.480 / -8.481	eV
relative energy (zero: lowest compared OMol25 entry of this formula, charge and spin)	17.0	kcal per mole
charge	+1